DFT (ωB97M-V/def2-TZVPD) results for 2 unconnected molecules or ions with the total composition C2HNOS at a distorted geometry.

Geometry (Å):
S -3.27 0.05 0.07
O -0.05 2.66 1.38
N -0.70 -0.87 -0.05
C 0.57 2.65 0.42
C -1.76 -0.38 0.04
H 0.34 -0.91 0.23

Energy relative to the best compared isomer or geometry (same formula, charge and spin): 32.0 kcal/mol
Gap between HOMO and LUMO (spin up / spin down): 5.82 / 6.47 eV
Multiplicity: 3
M: 87.1 g mol⁻¹

Mulliken population analysis, charges in e, atoms 1 to 4: S -0.2012; O -0.1149; N -0.2544; C 0.1116



DFT (ωB97M-V/def2-TZVPD) results for a molecular structure, C19H23IrN5.

Geometry (Å):
Ir -0.68 0.03 -0.31
N -0.70 -0.79 -2.49
N -0.38 1.80 1.04
N -0.18 -2.18 0.17
N 1.34 -0.09 0.51
N -1.12 1.87 -1.78
C 0.93 2.10 1.29
C 0.81 -4.81 0.32
C -2.77 2.29 1.24
C 3.37 -1.31 0.86
C 1.31 3.29 1.87
C 1.17 -2.42 0.30
C -1.02 -3.21 0.17
C -2.48 -2.97 0.11
C 2.00 -1.26 0.51
C 3.24 1.01 1.43
C -0.53 -4.55 0.26
C -1.34 2.65 1.43
C 1.68 -3.73 0.35
C 3.99 -0.15 1.29
C -1.00 3.88 2.04
C 0.32 4.21 2.24
C -0.28 0.28 -3.44
C 1.87 1.00 1.04
C -1.17 1.48 -3.22
H -2.89 1.41 0.60
H -2.94 -3.62 -0.64
H -0.40 2.57 -1.64
H 2.75 -3.90 0.42
H 5.03 -0.16 1.57
H 0.59 5.15 2.70
H -1.64 -1.09 -2.75
H -2.72 -1.93 -0.10
H -0.11 -1.60 -2.60
H 3.93 -2.24 0.83
H -3.34 3.12 0.82
H 3.70 1.90 1.83
H 1.19 -5.82 0.36
H 2.35 3.52 2.05
H -1.26 -5.36 0.27
H -2.93 -3.25 1.07
H -2.21 1.23 -3.47
H -3.22 2.06 2.21
H 0.76 0.52 -3.23
H -0.35 -0.07 -4.47
H -0.87 2.30 -3.86
H -1.99 2.31 -1.52
H -1.79 4.55 2.34

Energy relative to the best compared isomer or geometry (same formula, charge and spin): 0.0 kcal/mol
Total charge: +3
Gap between HOMO and LUMO (spin up / spin down): 6.66 / 4.51 eV
Multiplicity: 5
M: 513.6 g mol⁻¹

Mulliken population analysis, charges in e, atoms 1 to 4: Ir 1.3679; N -0.6630; N 0.1265; N 0.1033



DFT (ωB97M-V/def2-TZVPD) results for 2 unconnected molecules or ions with the total composition C4H12O2 at a distorted geometry.

Geometry (Å):
O -0.52 -1.84 -0.35
O 1.48 -3.52 -2.34
C -0.56 2.03 1.82
C 0.24 0.29 0.31
C -0.03 1.85 0.44
C -0.77 -0.48 -0.53
H 1.56 -3.21 -3.21
H 0.53 -3.65 -2.17
H 1.29 0.10 -0.10
H -0.75 -0.06 -1.51
H -0.76 2.25 -0.36
H -1.36 1.48 2.09
H 0.13 1.71 2.59
H 1.00 2.45 0.43
H 0.29 -0.21 1.34
H 0.46 -2.02 -0.56
H -0.60 3.15 1.97
H -1.64 -0.33 0.15

Energy relative to the best compared isomer or geometry (same formula, charge and spin): 32.6 kcal/mol
SMILES string: CCCCO.O
Gap between HOMO and LUMO: 10.97 eV
Multiplicity: 1
M: 92.1 g mol⁻¹

Mulliken population analysis, charges in e, atoms 1 to 4: O -0.4882; O -0.6503; C -1.4482; C -0.7606



DFT (ωB97M-V/def2-TZVPD) results for a molecular structure, C13H14Cl40InN4O2P2 at a distorted geometry.

Geometry (Å):
In 0.71 -2.86 1.49
Cl 8.20 8.51 -1.56
Cl -4.70 -2.76 -1.99
Cl -7.49 -2.99 -0.63
Cl -2.06 1.56 4.48
Cl 2.62 -6.68 -6.43
Cl -2.26 4.71 -4.05
Cl 5.51 4.79 -2.06
Cl 3.79 3.81 0.05
Cl 3.13 -0.04 -5.38
Cl 2.88 -3.91 -5.65
Cl -8.61 -2.87 -3.28
Cl 0.04 4.48 0.53
Cl 1.32 -5.70 -4.02
Cl -3.10 4.09 9.30
Cl 4.16 -0.99 -2.86
Cl 7.34 9.60 0.97
Cl -5.24 5.01 7.59
Cl -2.46 -1.11 -2.80
Cl 5.71 0.87 -4.45
Cl 0.26 3.24 3.96
Cl -2.14 2.82 1.44
Cl 0.01 1.98 6.54
Cl -3.36 5.92 -1.67
Cl 5.38 -1.86 -5.32
Cl 6.66 6.89 0.27
Cl -2.64 7.57 -3.93
Cl -10.35 -3.13 -1.00
Cl -3.99 -2.56 -4.78
Cl 0.37 1.61 0.75
Cl -2.64 6.26 7.45
Cl 5.41 9.09 -1.11
Cl 0.34 -4.91 -6.64
Cl 0.57 0.39 4.23
Cl -0.58 6.32 -2.34
Cl 6.66 3.55 0.30
Cl -2.27 -3.99 -2.95
Cl -8.69 -5.34 -1.80
Cl -3.00 3.57 6.46
Cl 5.22 1.95 -1.63
Cl -1.30 2.71 -1.32
P 3.02 -1.97 2.05
P -0.11 -4.31 3.46
O 1.65 -5.12 -0.45
O 0.84 -6.94 -1.14
N 3.39 -0.55 1.37
N 1.28 -5.94 -1.52
N 0.29 -5.86 3.27
N -3.27 -1.15 0.66
C -8.79 -3.58 -1.68
C -2.15 -2.04 0.87
C 0.64 -4.10 -0.41
C 1.79 -5.30 -5.69
C -0.31 1.80 4.81
C 5.29 3.52 -0.84
C -0.75 2.90 0.35
C 4.59 -0.50 -4.50
C -3.35 -2.60 -3.13
C -0.86 -1.27 1.21
C 6.90 8.52 -0.35
C -2.21 6.13 -3.00
C -3.49 4.73 7.70
H 0.79 -5.94 2.41
H 4.00 -2.94 1.69
H 0.44 -3.74 4.65
H 2.61 -0.28 0.80
H 3.10 -1.84 3.47
H -4.02 -1.64 0.24
H -1.98 -2.62 -0.02
H -0.35 -4.55 -0.41
H -1.01 -0.69 2.10
H 0.69 -3.41 -1.25
H -3.58 -0.74 1.52
H -0.68 -0.67 0.35
H -1.52 -4.14 3.55
H -2.30 -2.76 1.67

Total charge: -1
Gap between HOMO and LUMO: 6.49 eV
Multiplicity: 1
M: 1853.2 g mol⁻¹

Mulliken population analysis, charges in e, atoms 1 to 4: In 0.5273; Cl -0.1089; Cl -0.0180; Cl -0.0739



DFT (ωB97M-V/def2-TZVPD) results for a single C4H7NOS molecule at a distorted geometry.

Geometry (Å):
S 1.95 -1.62 -0.36
O 1.17 2.18 0.17
N 1.05 0.89 -0.31
C -1.22 -0.33 -0.63
C -0.26 0.60 -0.99
C -1.28 -1.16 0.58
C 1.90 -0.02 0.08
H 0.67 2.21 0.99
H -1.55 -2.20 0.39
H -0.42 1.21 -1.89
H -0.43 -1.15 1.29
H -2.12 -0.69 1.19
H 2.71 0.44 0.70
H -2.17 -0.35 -1.22

Energy relative to the best compared isomer or geometry (same formula, charge and spin): 75.7 kcal/mol
SMILES string: C/C=C\N(O)C=S
Gap between HOMO and LUMO: 8.74 eV
Multiplicity: 1
M: 117.2 g mol⁻¹

Mulliken population analysis, charges in e, atoms 1 to 4: S -0.2993; O -0.4211; N 0.1778; C 0.2162



DFT (ωB97M-V/def2-TZVPD) results for 2 unconnected molecules or ions with the total composition C20H35NO9PS3 at a distorted geometry.

Geometry (Å):
S -0.16 2.39 1.29
S -0.42 -0.41 2.19
S 4.27 4.99 -0.54
P 3.51 4.34 1.12
O -0.86 3.01 0.19
O -4.91 -1.55 -1.17
O 3.89 0.57 -2.47
O -7.78 -0.26 -2.94
O -3.01 -0.84 -2.13
O -7.84 1.84 -2.08
O 1.06 3.38 1.70
O 4.78 -0.04 -0.55
O -1.07 2.36 2.41
N 3.32 -4.72 -1.88
C 2.20 3.01 0.89
C 0.35 0.67 0.87
C 3.69 0.30 -1.33
C 2.48 -3.57 -1.46
C 2.77 1.60 1.29
C -8.58 0.03 -0.73
C 1.91 1.36 3.80
C 1.91 -2.23 0.67
C 2.44 -0.90 1.32
C -2.09 0.17 -0.12
C -2.83 0.45 -1.49
C 1.92 0.41 0.66
C 3.08 1.46 2.82
C 2.21 0.33 -0.88
C -0.55 0.31 -0.42
C -8.01 0.60 -2.05
C 1.97 0.48 4.79
C 3.03 -3.06 -0.08
C -5.00 -1.21 -3.55
C -4.35 -1.22 -2.15
H -4.34 -1.83 -4.20
H -7.88 -0.68 -0.30
H -9.53 -0.48 -0.93
H 5.15 -0.84 -0.97
H 3.55 -0.98 1.30
H -0.78 -1.56 1.54
H 3.79 1.64 0.84
H 2.77 -5.57 -1.96
H 2.20 -0.99 2.40
H 1.02 2.01 3.78
H 1.91 3.02 -0.18
H 2.86 5.38 1.85
H 1.08 -2.08 -0.05
H -3.78 0.99 -1.35
H -8.76 0.83 -0.01
H 1.33 0.55 5.68
H -4.97 -0.16 -3.88
H 3.78 -4.50 -2.76
H -2.46 0.94 0.58
H -2.37 -0.86 0.14
H 1.77 -0.55 -1.37
H 1.41 -3.88 -1.37
H 3.65 2.37 3.10
H -0.27 -0.68 -0.82
H 3.27 -3.97 0.49
H 2.55 -2.78 -2.23
H 1.54 -2.90 1.47
H -0.37 1.02 -1.25
H 4.54 3.88 2.00
H 1.80 1.26 -1.33
H 2.75 -0.30 4.70
H -2.21 1.04 -2.19
H 3.95 -2.47 -0.25
H -6.04 -1.57 -3.53
H 3.77 0.62 3.05

Energy relative to the best compared isomer or geometry (same formula, charge and spin): 28.8 kcal/mol
Total charge: -1
Gap between HOMO and LUMO: 5.60 eV
Multiplicity: 1
M: 560.7 g mol⁻¹

Mulliken population analysis, charges in e, atoms 1 to 4: S 1.5466; S -0.1866; S -0.4059; P 0.1295



DFT (ωB97M-V/def2-TZVPD) results for a molecular structure, C14H20ClIN2O2PPtSe at a distorted geometry.

Geometry (Å):
Pt -1.48 -0.37 -0.60
I -0.53 -0.68 2.44
Se 0.59 1.46 -0.99
Cl -1.12 -2.14 -2.13
P -3.55 -1.29 -0.21
O -2.76 2.28 -1.28
O -2.09 1.91 1.30
N 2.03 1.12 1.50
N 3.23 0.68 -0.30
C 6.05 0.41 2.11
C -3.34 -3.03 0.21
C -2.19 1.32 -1.77
C 3.67 0.56 -1.68
C 5.28 0.66 3.27
C 3.30 0.74 1.94
C -4.54 -0.48 1.08
C 3.89 0.82 3.20
C 1.98 1.04 0.13
C 4.06 0.48 0.81
C -2.03 1.03 -3.21
C 5.45 0.31 0.85
C -1.84 1.03 0.58
C -4.53 -1.15 -1.73
H -4.67 0.58 0.84
H -3.97 -1.61 -2.55
H 6.00 0.13 -0.07
H 1.20 1.19 2.11
H -5.48 -1.67 -1.57
H 5.79 0.75 4.24
H 7.14 0.32 2.21
H 4.38 1.36 -1.94
H -2.61 -3.46 -0.49
H 3.25 1.01 4.06
H -2.95 -3.11 1.23
H -0.97 0.88 -3.48
H -5.51 -0.98 1.12
H 4.14 -0.42 -1.83
H -2.53 0.08 -3.46
H 2.77 0.64 -2.32
H -4.70 -0.10 -1.95
H -2.46 1.83 -3.81
H -4.32 -3.52 0.11
H -4.03 -0.57 2.05

Total charge: +3
Gap between HOMO and LUMO (spin up / spin down): 5.70 / 4.88 eV
Multiplicity: 5
M: 715.7 g mol⁻¹

Mulliken population analysis, charges in e, atoms 1 to 4: Pt 2.2131; I 0.1455; Se 0.2187; Cl -0.3936



DFT (ωB97M-V/def2-TZVPD) results for 2 unconnected molecules or ions with the total composition C4H8N2O7 at a distorted geometry.

Geometry (Å):
O -1.43 -2.63 -1.19
O -1.23 1.11 1.57
O -1.13 -1.13 0.43
O -0.47 0.90 -1.45
O -3.13 -0.70 -0.76
O 1.73 1.65 1.05
O -3.00 1.88 0.46
N -2.12 0.83 0.69
N 0.13 -2.99 0.42
C 0.61 0.76 -0.96
C -2.10 -0.28 0.00
C 1.30 2.08 -0.19
C -0.84 -2.30 -0.19
H -2.69 2.60 1.15
H 0.52 2.86 -0.20
H 2.08 2.52 -0.79
H -2.80 -1.58 -1.36
H 1.02 1.92 1.65
H 1.29 -0.09 -0.91
H 0.54 -2.62 1.23
H 0.38 -3.96 0.22

Energy relative to the best compared isomer or geometry (same formula, charge and spin): 22.4 kcal/mol
SMILES string: NC(=O)O/C(O)=[N+](\[O-])O.O=CCO
Gap between HOMO and LUMO: 8.63 eV
Multiplicity: 1
M: 196.1 g mol⁻¹

Mulliken population analysis, charges in e, atoms 1 to 4: O -0.6811; O -0.7981; O -0.3028; O -0.4968